{
  "formula": "C50H58Br3FHfIN3OP",
  "method": "ωB97M-V with the def2-TZVPD basis set",
  "elements": ["Hf", "C", "C", "C", "C", "C", "C", "Br", "C", "C", "Br", "C", "O", "C", "N", "H", "H", "H", "H", "H", "H", "C", "C", "C", "P", "C", "C", "C", "C", "C", "C", "C", "C", "C", "C", "N", "C", "C", "C", "C", "C", "C", "C", "C", "C", "H", "H", "H", "H", "H", "H", "H", "H", "H", "H", "H", "H", "H", "H", "H", "H", "H", "H", "H", "H", "H", "H", "H", "H", "H", "H", "H", "H", "H", "H", "H", "F", "Br", "C", "C", "C", "C", "C", "C", "I", "H", "H", "H", "H", "C", "C", "C", "C", "C", "C", "C", "C", "C", "C", "C", "C", "N", "H", "H", "H", "H", "H", "H", "H", "H", "H", "H", "H", "H", "H", "H", "H", "H", "H"],
  "xyz": [[-0.259, -0.474, 0.099], [-0.681, 4.356, -2.073], [-1.889, 3.520, -2.378], [-2.943, 4.089, -3.136], [-4.029, 3.330, -3.442], [-4.082, 1.982, -3.017], [-5.158, 1.114, -3.313], [-6.665, 1.732, -4.294], [-5.135, -0.181, -2.898], [-4.039, -0.666, -2.166], [-4.127, -2.456, -1.586], [-2.950, 0.120, -1.819], [-1.946, -0.350, -1.133], [-2.985, 1.493, -2.270], [-1.926, 2.282, -1.954], [-0.963, 5.389, -1.867], [-0.006, 4.363, -2.933], [-0.132, 3.953, -1.227], [-2.874, 5.122, -3.452], [-4.855, 3.737, -4.007], [-5.955, -0.850, -3.117], [-1.269, 3.983, 3.093], [-1.518, 2.768, 2.198], [-2.439, 3.153, 1.048], [-0.031, 1.824, 1.634], [0.927, 1.569, 3.193], [0.091, 0.896, 4.276], [2.197, 0.785, 2.882], [1.079, 2.849, 0.648], [1.491, 4.130, 1.011], [2.369, 4.879, 0.245], [2.787, 6.267, 0.645], [2.850, 4.281, -0.922], [2.488, 3.007, -1.297], [1.594, 2.230, -0.522], [1.216, 0.965, -0.880], [2.027, 0.328, -1.869], [1.518, 0.057, -3.144], [0.158, 0.539, -3.561], [2.292, -0.655, -4.061], [3.579, -1.071, -3.773], [4.378, -1.876, -4.760], [4.093, -0.749, -2.521], [3.343, -0.078, -1.565], [3.935, 0.161, -0.210], [-2.208, 4.281, 3.568], [-0.922, 4.833, 2.504], [-0.546, 3.793, 3.885], [-2.029, 2.000, 2.793], [-1.995, 3.949, 0.447], [-3.388, 3.520, 1.447], [-2.648, 2.315, 0.390], [1.227, 2.573, 3.521], [-0.356, -0.019, 3.885], [-0.703, 1.546, 4.647], [0.730, 0.636, 5.123], [1.967, -0.179, 2.424], [2.746, 0.594, 3.807], [2.845, 1.342, 2.207], [1.122, 4.558, 1.936], [2.432, 6.506, 1.648], [2.385, 7.024, -0.033], [3.873, 6.377, 0.645], [3.536, 4.834, -1.556], [2.890, 2.584, -2.210], [-0.618, -0.195, -3.328], [0.133, 0.714, -4.637], [-0.108, 1.454, -3.035], [1.865, -0.871, -5.036], [4.345, -1.436, -5.758], [3.989, -2.894, -4.836], [5.423, -1.944, -4.455], [5.102, -1.057, -2.266], [4.955, -0.222, -0.169], [3.337, -0.353, 0.540], [3.958, 1.222, 0.046], [1.380, -1.584, 0.082], [-0.396, -6.650, -1.555], [1.179, -5.601, -1.603], [2.395, -6.270, -1.543], [3.580, -5.553, -1.573], [3.551, -4.169, -1.664], [2.339, -3.504, -1.719], [1.144, -4.215, -1.688], [-0.628, -3.134, -1.764], [2.402, -7.348, -1.470], [4.523, -6.081, -1.522], [4.469, -3.597, -1.684], [2.308, -2.426, -1.762], [1.817, -3.902, 1.867], [0.624, -3.735, 2.810], [0.884, -2.648, 3.847], [-0.741, -3.615, 2.137], [-1.360, -4.824, 1.837], [-2.695, -4.922, 1.481], [-3.460, -3.767, 1.584], [-2.890, -2.533, 1.851], [-3.829, -1.410, 2.268], [-3.954, -0.200, 1.349], [-3.494, -0.950, 3.690], [-1.461, -2.394, 1.922], [-0.875, -1.162, 1.833], [2.725, -4.093, 2.448], [1.971, -3.017, 1.255], [1.665, -4.751, 1.194], [0.548, -4.678, 3.366], [0.933, -1.672, 3.373], [1.827, -2.839, 4.367], [0.080, -2.612, 4.586], [-0.767, -5.731, 1.929], [-3.141, -5.876, 1.232], [-4.540, -3.823, 1.477], [-4.823, -1.874, 2.305], [-2.981, 0.264, 1.204], [-4.625, 0.539, 1.800], [-4.362, -0.470, 0.375], [-2.517, -0.465, 3.700], [-3.458, -1.797, 4.377], [-4.240, -0.238, 4.055]],
  "mulliken_charge": [0.4588, -1.1087, 0.8450, -1.5266, -1.1819, 1.1709, 0.0439, -0.2789, -0.4997, 0.5100, -0.0945, -0.2002, 0.3514, -0.4321, 0.5339, 0.5874, 0.4113, -0.3113, 0.5169, 0.3657, 0.4333, -1.9282, 1.2754, -1.5397, 0.7926, 0.4642, -1.5213, -1.2112, 0.2673, -0.5750, 0.2386, -1.6719, -1.2694, -0.1768, 0.4230, 0.1578, -0.7010, 0.9645, -1.1493, -0.7804, 0.8189, -1.9226, -0.6462, 1.4371, -1.3082, 0.4375, 0.4098, 0.3567, -0.0908, 0.2239, 0.6084, 0.0837, 0.7247, 0.0133, 0.3148, 0.5544, -0.3321, 0.6630, 0.2972, 0.1354, 0.4030, 0.2676, 0.3483, 0.3473, 0.4558, 0.0845, 0.5773, -0.3084, 0.4429, 0.4313, 0.3026, 0.3999, 0.3343, 0.4911, -0.0222, 0.1408, -0.3800, -0.1936, 0.1747, -0.4493, -0.9116, -0.5618, 0.9628, -0.5193, 0.2817, 0.4091, 0.3610, 0.4145, -0.2379, -0.9526, 0.2550, -1.5951, -0.0890, -0.3184, -1.4711, -0.3044, 0.1579, 0.1221, -0.1229, -1.7283, -0.1039, 1.1152, 0.5091, -0.2727, 0.1609, 0.7146, -0.0893, 0.5094, 0.3649, 0.4200, 0.3946, 0.3747, 0.5965, -0.8001, 0.6363, -0.0233, 0.1533, 0.4143, 0.4929],
  "e_homo_ev": -3.6,
  "gap_ha": 0.213,
  "total_charge": -1
}